[1]
Density functional theory data (ωB97M-V/def2-TZVPD) for C7H11Br2OP as an isolated structure.

LUMO level = -0.39 eV
Kohn-Sham gap = 9.4 eV
E_HOMO = -9.8 eV
Multiplicity = 1

XYZ file:
```
22
Properties=species:S:1:pos:R:3:nbo_charge:R:1
C 2.2321 0.5774 0.1007 -0.42
C 0.8290 -1.5368 0.0873 -0.40
C 1.0103 1.3637 0.5825 -0.43
C -0.4972 -0.7756 0.6669 -0.47
C 0.3515 0.3005 -1.3425 -0.44
C 1.5837 -0.4431 -0.8118 -0.22
C -0.2837 0.5599 0.0831 0.00
O -4.5926 0.6269 1.5440 -1.02
P -4.6084 0.4438 0.1479 1.30
Br -1.9156 1.5953 -0.1004 0.04
Br -4.2427 -1.7254 -0.2969 -0.35
H 2.9509 1.1334 -0.5542 0.22
H 2.7866 0.1397 0.9149 0.21
H 1.5506 -1.7566 0.9589 0.21
H 0.4534 -2.3627 -0.5284 0.22
H 0.9955 1.3208 1.7185 0.22
H 0.9291 2.3473 0.1169 0.23
H -1.4175 -1.2424 0.3511 0.24
H -0.5140 -0.6590 1.8408 0.22
H 0.6005 1.1717 -1.8432 0.21
H -0.4470 -0.2155 -2.0313 0.22
H 2.2455 -0.8634 -1.6049 0.23
```

=====

[2]
Density functional theory data (ωB97M-V/def2-TZVPD) for C19H42LuNO3P3 as an isolated structure.

LUMO level = -8.58 eV
Energy relative to the best compared isomer or geometry (same formula, charge and spin) = 0.0 kcal per mole
Total charge = +3
Kohn-Sham gap = 8.4 eV
E_HOMO = -17.0 eV
Multiplicity = 1

XYZ file:
```
69
Properties=species:S:1:pos:R:3:nbo_charge:R:1
Lu -0.1869 -0.9507 -0.4304 1.73
P -2.4468 -2.4157 -0.2379 0.72
P -0.7025 -0.5424 2.2423 0.72
P 0.8619 -0.7205 -3.0740 0.73
H 2.5239 -2.0589 1.7214 0.20
C 3.0654 -1.6167 0.8781 -0.39
C 3.3123 -0.3109 0.7818 -0.37
H 3.0808 0.4167 1.5692 0.21
C -2.6759 -4.1159 0.3462 -0.93
C -3.7723 -1.4710 0.5910 -0.92
C -2.8906 -2.5022 -2.0160 -0.93
C 0.6106 0.2464 3.2298 -0.91
C -2.0237 0.6291 2.7406 -0.91
C -1.0835 -1.9650 3.3212 -0.92
C 2.4286 0.2217 -3.1766 -0.92
C -0.1872 0.4477 -4.0173 -0.91
C 1.1208 -2.1344 -4.2050 -0.92
H 3.2826 -2.2851 0.0371 0.21
H 3.7078 0.1309 -0.1395 0.21
H -3.0317 -4.7395 -0.4923 0.28
H -3.3374 -4.1930 1.2222 0.28
H -1.7027 -4.5045 0.6708 0.22
H -4.7435 -1.8415 0.2323 0.28
H -3.6382 -0.4107 0.3164 0.24
H -3.6969 -1.5949 1.6834 0.25
H -3.8989 -2.9289 -2.1129 0.28
H -2.1687 -3.1412 -2.5535 0.26
H -2.8639 -1.4903 -2.4585 0.26
H 0.3484 0.1201 4.2900 0.26
H 0.6589 1.3174 2.9946 0.24
H 1.5851 -0.2082 3.0261 0.25
H -2.1929 0.5080 3.8223 0.27
H -2.9577 0.4444 2.2024 0.25
H -1.6994 1.6607 2.5484 0.22
H -1.1405 -1.5859 4.3523 0.27
H -0.2734 -2.7032 3.2439 0.25
H -2.0313 -2.4423 3.0405 0.25
H 3.0035 -0.1084 -4.0517 0.27
H 3.0197 0.0549 -2.2656 0.24
H 2.2259 1.2966 -3.2757 0.25
H 0.0472 0.3795 -5.0909 0.27
H 0.0102 1.4758 -3.6816 0.23
H -1.2530 0.2323 -3.8549 0.25
H 1.6198 -1.7961 -5.1262 0.27
H 0.1475 -2.5745 -4.4663 0.26
H 1.7291 -2.9282 -3.7480 0.26
C 1.0608 -4.2436 -0.9155 0.23
C 0.2742 -5.3356 -0.5945 -0.27
C 0.6063 -6.5846 -1.0954 -0.16
C 1.7811 -6.7584 -1.8140 -0.17
C 2.5993 -5.6600 -2.0452 -0.18
C 2.2309 -4.3749 -1.6404 -0.22
O 0.6853 -2.9141 -0.4580 -0.78
H 0.1692 -2.9823 0.3793 0.49
H -0.5897 -5.2711 0.0437 0.21
H -0.0764 -7.4135 -0.9188 0.25
H 2.0213 -7.7623 -2.1737 0.26
H 3.5300 -5.8204 -2.5650 0.25
H 2.8445 -3.5061 -1.8748 0.22
N -0.1571 3.7735 0.1029 -0.67
C -1.1611 3.0008 -0.7378 -0.34
C -0.7604 1.6007 -0.6699 0.78
O -1.4643 0.6380 -1.1648 -0.74
O 0.3347 1.3228 -0.0601 -0.74
H -0.4469 3.8053 1.0887 0.45
H -0.0461 4.7463 -0.1949 0.47
H 0.7363 3.2616 0.1071 0.48
H -2.1668 3.1571 -0.3291 0.29
H -1.1250 3.3723 -1.7699 0.29
```

=====

[3]
Density functional theory data (ωB97M-V/def2-TZVPD) for C32H55GeN2P2Rh as an isolated structure.

LUMO level (spin up / spin down) = 4.62 / 4.62 eV
Energy relative to the best compared isomer or geometry (same formula, charge and spin) = 88.5 kcal per mole
Total charge = -2
Kohn-Sham gap (spin up / spin down) = 4.0 / 4.0 eV
E_HOMO (spin up / spin down) = 0.6 / 0.6 eV
Multiplicity = 1

XYZ file:
```
93
Properties=species:S:1:pos:R:3:mulliken_charge:R:1
Rh 0.2348 0.4610 -0.1409 -1.17
C -1.0704 -2.1229 -4.1535 -1.30
C -0.4294 -1.0881 -3.2416 0.94
C -0.4911 0.3104 -3.8480 -1.61
P -1.0740 -0.9742 -1.4794 1.70
C -2.9397 -0.9734 -1.7732 0.67
C -3.5822 -0.2430 -0.6006 -1.26
C -3.5690 -2.3464 -1.9947 -1.57
C -1.1460 -2.8431 0.5682 0.63
C -2.1442 -3.7918 0.7145 -0.27
C -2.5376 -4.2757 1.9523 -1.24
C -1.8205 -3.8903 3.0704 -0.71
C -0.8225 -2.9436 2.9608 -1.01
C -0.5475 -2.2887 1.7450 0.07
N 0.3003 -1.2343 1.6167 1.19
C 0.8818 -0.5375 2.6241 -0.28
C 0.4059 -0.2994 3.9271 -0.30
C 1.1491 0.4544 4.8195 -0.78
C 2.3677 1.0077 4.4589 -0.93
C 2.8291 0.8447 3.1550 -0.80
C 2.1160 0.0811 2.2539 0.13
P 2.3890 -0.1866 0.4764 1.88
C 3.8021 1.0241 0.1111 0.92
C 3.7392 1.3439 -1.3806 -1.48
C 5.2295 0.7223 0.5506 -1.76
C 3.1354 -1.9430 0.5358 1.16
C 4.0919 -2.2918 1.6688 -1.69
C 3.6754 -2.3414 -0.8316 -1.34
H -0.5407 -2.1452 -5.1092 0.48
H -2.1147 -1.8883 -4.3499 0.20
H -1.0043 -3.1088 -3.6964 -0.04
H 0.6227 -1.3632 -3.0971 0.09
H -1.5253 0.5823 -4.0601 0.29
H 0.0733 0.3651 -4.7797 0.45
H -0.0869 1.0314 -3.1334 0.22
H -3.0785 -0.3553 -2.6712 0.77
H -3.4344 -0.8116 0.3166 0.21
H -4.6545 -0.1052 -0.7597 0.51
H -3.1077 0.7296 -0.4704 0.03
H -4.0762 -2.6703 -1.0882 0.50
H -2.8008 -3.0817 -2.2230 0.17
H -4.3002 -2.3187 -2.8060 0.30
H -2.6040 -4.1865 -0.1782 0.54
H -3.3446 -4.9947 2.0338 0.34
H -2.0303 -4.3327 4.0398 0.34
H -0.2195 -2.7224 3.8327 0.54
H -0.5732 -0.6564 4.2215 0.60
H 0.7618 0.6246 5.8214 0.33
H 2.9502 1.5750 5.1772 0.35
H 3.7482 1.3367 2.8667 0.22
H 3.4510 1.9209 0.6413 0.56
H 4.1094 0.5116 -1.9792 0.25
H 4.3295 2.2313 -1.6206 0.47
H 2.6957 1.5274 -1.6505 0.18
H 5.6632 -0.0831 -0.0381 0.30
H 5.2659 0.4398 1.5984 0.32
H 5.8517 1.6108 0.4130 0.43
H 2.2203 -2.5249 0.7041 -0.29
H 5.0921 -1.8989 1.4961 0.28
H 4.1623 -3.3772 1.7651 0.44
H 3.7126 -1.9022 2.6118 0.36
H 4.6253 -1.8565 -1.0578 0.29
H 2.9544 -2.0573 -1.5970 0.12
H 3.8198 -3.4208 -0.8925 0.52
C 1.4243 -5.2277 -3.3190 -1.62
Ge -0.0826 -5.0756 -1.8878 2.21
C -0.9029 -6.9795 -2.2638 -1.79
C 1.1385 -5.6580 -0.3494 -1.38
C -0.6154 -2.5575 -0.7829 -3.18
H 2.0125 -6.1242 -3.1321 0.46
H 2.1001 -4.3755 -3.2771 0.37
H 1.0384 -5.2923 -4.3363 0.40
H -0.1196 -7.6844 -2.5334 0.40
H -1.6429 -6.9721 -3.0642 0.42
H -1.3916 -7.3539 -1.3662 0.40
H 1.3110 -6.7344 -0.3715 0.50
H 0.7321 -5.4033 0.6267 0.34
H 2.1039 -5.1638 -0.4417 0.24
H 0.4782 -2.4526 -0.7144 -0.19
C -1.4709 2.9375 1.6101 -1.46
C -0.5782 3.4023 0.4323 1.66
C -1.4078 4.3362 -0.4896 -1.88
C 0.5984 4.2274 1.0194 -1.60
N -0.1155 2.3117 -0.3057 -0.85
H -1.8006 3.7802 2.2211 0.45
H -0.9022 2.2421 2.2298 0.15
H -2.3414 2.4145 1.2178 0.25
H -1.7921 5.1998 0.0555 0.39
H -2.2416 3.7774 -0.9086 0.36
H -0.7812 4.6828 -1.3095 0.41
H 0.2284 5.0862 1.5818 0.42
H 1.2387 4.5763 0.2105 0.38
H 1.1834 3.5906 1.6799 0.24
```

=====

| no. | F_max (eV Å⁻¹) | total energy (Eh) |
| --- | --- | --- |
| 1 | 4.14 | -5837.9464 |
| 2 | 3.43 | -3288.3809 |
| 3 | 2.06 | -4231.8286 |